Record 1
The ion C13H16N with charge +1, computed with wB97M-V/def2-TZVPD.

Results
HOMO-LUMO gap (spin up / spin down) = 7.0785 / 7.8090 eV
Molar mass = 186.278 g/mol
Total charge = +1
Lowest unoccupied orbital energy (spin up / spin down) = -0.1725 / -0.1313 Ha

Last column: Mulliken charge in e.
Atoms and positions in Å:
1 C -3.16626 0.81169 -2.21690  -0.5639
2 C -2.86135 -0.51195 -1.90497  -0.7244
3 C -2.32766 1.85149 -1.79395  -0.4575
4 C -1.93321 -0.73085 -0.92224  -0.1194
5 C -1.30331 1.63726 -0.89631  -0.4201
6 C -1.14429 0.28979 -0.40070  0.5988
7 C 2.40898 1.61325 -0.52633  -0.8484
8 C 2.21625 1.10225 0.68142  -0.6241
9 C 1.11166 -1.71068 0.22185  -0.3416
10 C -0.21328 0.14227 0.67318  0.0126
11 C 0.96869 0.59958 1.33422  1.2308
12 C 0.96275 -3.18695 -0.04872  -0.7852
13 C 1.02795 1.07795 2.85027  -1.4917
14 N 0.56667 -0.94646 1.25609  0.0494
15 H -3.85842 1.21542 -2.83992  0.4541
16 H -3.32761 -1.45222 -2.22322  0.3767
17 H -2.52774 2.90082 -2.27785  0.2782
18 H -1.92970 -1.80930 -0.66208  0.2428
19 H -0.60205 2.42907 -0.41272  0.3447
20 H 3.27229 2.03089 -0.81061  0.4264
21 H 1.57338 1.52266 -1.25721  0.2511
22 H 2.89776 1.06223 1.44194  0.4251
23 H 1.96816 -1.12469 -0.28793  0.2541
24 H 1.74122 -3.45032 -0.94713  0.3054
25 H -0.09879 -3.37193 -0.45956  0.1870
26 H 1.10741 -3.69539 0.91879  0.3306
27 H 1.95434 0.79971 3.24220  0.4970
28 H 0.28346 0.42305 3.47641  0.3575
29 H 0.80907 2.06494 2.76284  0.4098
30 H 0.42362 -1.58357 2.02915  0.3442

***

Record 2
A structure of composition C12H21N3O2, computed with wB97M-V/def2-TZVPD.

Results
HOMO-LUMO gap = 8.6018 eV
Molar mass = 239.319 g/mol
Lowest unoccupied orbital energy = 0.0093 Ha

Last column: Mulliken charge in e.
Atoms and positions in Å:
1 C 1.06145 0.58017 -1.45046  -0.3709
2 C 1.63653 -0.66073 -1.89579  0.4819
3 N 2.08150 -1.64590 -2.26118  -0.7148
4 H 0.71527 0.61113 -0.41736  -0.3856
5 H 0.25344 0.75097 -2.16184  0.6265
6 H 1.89679 1.26914 -1.57549  0.1983
7 C 0.31187 -1.71078 3.71879  -1.1418
8 C 0.52145 -2.03335 2.29728  0.4774
9 N 0.71606 -2.27918 1.19753  -0.3805
10 H 1.30328 -1.47056 4.10283  0.3593
11 H -0.09017 -2.58748 4.22659  0.3777
12 H -0.25158 -0.80109 3.92636  0.2951
13 C -0.45935 -1.66993 -2.71748  0.1506
14 C -1.48411 -2.47960 -2.10751  -0.1548
15 N -2.31031 -3.05399 -1.59406  -0.4749
16 H -0.24903 -0.78340 -2.11920  -0.9193
17 H -0.74052 -1.22923 -3.67394  0.3676
18 H 0.47608 -2.20647 -2.87623  0.4388
19 C -0.65980 2.46528 -0.09688  -0.8789
20 C 0.60673 2.86200 0.57663  1.0185
21 O 0.72368 2.67937 1.78625  -0.6336
22 C 1.86248 3.23587 -0.18207  -1.3763
23 H -1.34210 1.94849 0.57803  0.3366
24 H -0.30937 1.73302 -0.82426  0.3517
25 H -1.09179 3.35327 -0.55835  0.5603
26 H 2.16839 4.25152 0.06885  0.4189
27 H 1.86489 3.12771 -1.26668  0.3001
28 H 2.63150 2.58178 0.22887  0.4164
29 C -0.45628 0.10616 1.24907  -1.3834
30 C -1.09827 -0.35226 -0.09034  1.3809
31 O -0.68380 0.10220 -1.15933  -0.6858
32 C -1.98354 -1.55401 0.03263  -1.5553
33 H -1.13050 -0.01021 2.09760  0.8450
34 H -0.17875 1.15998 1.27277  -0.0373
35 H 0.40080 -0.50366 1.53480  0.1589
36 H -1.54232 -2.30208 0.69128  0.2855
37 H -2.15709 -2.02707 -0.93390  0.7459
38 H -3.01343 -1.45711 0.37619  0.5014

***

Record 3
The ion C9H15ClN with charge +1, computed with wB97M-V/def2-TZVPD.

Results
SMILES = CC1=C[C@H](Cl)[C@@H]([NH+](C)C)C=C1
HOMO-LUMO gap = 9.4007 eV
Molar mass = 172.679 g/mol
Total charge = +1
Lowest unoccupied orbital energy = -0.1133 Ha

Last column: Mulliken charge in e.
Atoms and positions in Å:
1 C -3.89574 0.28742 -0.25477  -1.5554
2 C -2.42654 0.36807 -0.01404  0.9227
3 C -1.77071 1.52260 0.14082  -0.8756
4 C -0.31180 1.53415 0.46075  0.1960
5 Cl 0.57045 3.00141 -0.07846  -0.1803
6 C 0.39498 0.25824 -0.34444  -0.3994
7 N 1.84761 0.25981 -0.03993  0.1779
8 C 2.18747 -0.36528 1.24930  -0.7767
9 C 2.64030 -0.31809 -1.14026  -0.8414
10 C -0.38216 -0.98542 -0.04178  -0.5597
11 C -1.70543 -0.90385 0.07558  -0.5432
12 H -4.37582 -0.25527 0.55834  0.3665
13 H -4.09606 -0.25839 -1.17605  0.3635
14 H -4.34057 1.27501 -0.32567  0.3680
15 H -2.27905 2.47426 0.13300  0.3569
16 H -0.15052 1.44297 1.53852  0.3220
17 H 0.28012 0.51160 -1.40465  0.3325
18 H 2.06601 1.27465 0.01522  0.3368
19 H 3.24709 -0.22853 1.45827  0.3648
20 H 1.61132 0.08533 2.05357  0.2921
21 H 1.97299 -1.43155 1.21776  0.3937
22 H 2.36310 -1.35937 -1.29608  0.3607
23 H 2.46373 0.23574 -2.06059  0.3473
24 H 3.70144 -0.26684 -0.90473  0.4038
25 H 0.13294 -1.93228 -0.03723  0.3861
26 H -2.30368 -1.78867 0.22441  0.4403

***

Record 4
The molecule C4H7F2N, computed with wB97M-V/def2-TZVPD.

Results
SMILES = C=C(F)[C@@H](F)CN
HOMO-LUMO gap = 10.6894 eV
Molar mass = 107.103 g/mol
Lowest unoccupied orbital energy = 0.0355 Ha

Last column: Mulliken charge in e.
Atoms and positions in Å:
1 C -0.80315 -1.15807 -1.80850  -0.8493
2 C 0.09847 -0.45132 -1.14773  0.5002
3 F 0.76441 0.53194 -1.76185  -0.2408
4 C 0.49299 -0.62906 0.29706  0.0286
5 F 1.86889 -0.47355 0.39349  -0.3196
6 C -0.17204 0.38111 1.24038  -0.5705
7 N 0.07185 1.78274 0.76318  -0.5801
8 H -1.32299 -1.97322 -1.30024  0.2193
9 H -1.06792 -1.03776 -2.83764  0.3141
10 H 0.20985 -1.63222 0.56221  0.3339
11 H -1.23894 0.20902 1.19950  0.3709
12 H 0.20812 0.17492 2.23737  0.3255
13 H 1.08296 1.85683 0.66173  0.2314
14 H -0.19251 2.41864 1.50103  0.2365

***

Record order is preserved below.
ΔE to the lowest compared entry with this formula, charge and spin: 594.89 1572.30 0.00 20.78 kJ/mol
Record order is preserved below.
F_max: 6.1 12.7 3.2 1.5 eV Å⁻¹
Record order is preserved below.
Energy: -15217.1514 -21335.5669 -23581.6844 -11185.6831 eV